9 unconnected molecules or ions with the total composition C21H64N14O9 in a non-equilibrium geometry. Source: OMol25; level of theory: ωB97M-V/def2-TZVPD.

The geometry in ORCA input format:
```
! RIJCOSX wB97M-V def2-TZVPD def2/J DEFGRID3
* xyz 0 1
C -7.255 -12.514 -17.655
O -6.425 -11.958 -18.378
N -8.577 -12.695 -17.988
N -6.882 -13.165 -16.483
H -8.989 -12.220 -18.788
H -9.115 -13.365 -17.426
H -7.608 -13.548 -15.907
H -5.960 -13.199 -16.094
C -5.773 -10.757 -12.976
O -5.378 -9.871 -13.713
N -6.417 -11.880 -13.476
N -5.606 -10.747 -11.576
H -6.816 -12.629 -12.926
H -6.855 -11.794 -14.376
H -4.935 -10.136 -11.161
H -5.819 -11.691 -11.300
C -11.241 -14.200 -16.541
O -10.075 -14.623 -16.528
N -12.089 -14.219 -15.444
N -11.803 -13.702 -17.692
H -11.781 -14.499 -14.537
H -12.909 -13.653 -15.528
H -11.226 -13.437 -18.477
H -12.730 -13.338 -17.797
C -4.350 -12.803 -21.481
O -3.690 -12.617 -22.499
N -3.781 -13.226 -20.274
N -5.695 -12.467 -21.303
H -2.838 -13.543 -20.183
H -4.349 -13.239 -19.446
H -5.935 -12.557 -20.337
H -6.197 -12.039 -22.050
C -10.489 -10.444 -19.719
O -10.352 -11.636 -19.987
N -11.671 -9.909 -19.258
N -9.583 -9.490 -20.175
H -12.501 -10.404 -19.006
H -11.774 -8.917 -19.162
H -8.812 -9.680 -20.788
H -10.089 -8.629 -20.186
C -8.852 -15.178 -22.204
C -10.300 -14.797 -22.503
C -11.053 -15.838 -23.311
O -10.458 -15.938 -24.585
C -11.242 -16.776 -25.379
N -10.964 -14.336 -21.297
H -8.899 -15.997 -21.477
H -8.332 -14.334 -21.755
H -8.334 -15.516 -23.097
H -10.201 -13.953 -23.220
H -12.118 -15.611 -23.432
H -10.939 -16.760 -22.712
H -11.319 -17.782 -24.959
H -10.806 -16.808 -26.372
H -12.265 -16.389 -25.454
H -10.471 -13.590 -20.817
H -11.827 -13.834 -21.510
C -5.106 -9.517 -22.333
C -6.507 -9.180 -21.804
C -6.585 -7.927 -20.962
O -5.917 -8.115 -19.714
C -6.637 -8.944 -18.834
N -7.472 -9.013 -22.929
H -5.179 -10.485 -22.837
H -4.300 -9.665 -21.616
H -4.854 -8.762 -23.086
H -6.833 -10.111 -21.322
H -7.609 -7.581 -20.757
H -6.016 -7.089 -21.377
H -6.037 -9.179 -17.963
H -6.969 -9.895 -19.257
H -7.592 -8.473 -18.549
H -7.338 -8.065 -23.292
H -7.222 -9.568 -23.745
C -6.515 -18.709 -15.989
C -7.988 -18.897 -15.703
C -8.330 -19.915 -14.624
O -7.817 -21.203 -14.880
C -8.409 -21.897 -15.960
N -8.675 -17.601 -15.452
H -6.069 -19.650 -16.297
H -5.950 -18.208 -15.203
H -6.481 -18.018 -16.839
H -8.486 -19.299 -16.603
H -9.382 -19.982 -14.319
H -7.733 -19.612 -13.753
H -8.534 -21.294 -16.858
H -9.406 -22.191 -15.599
H -7.854 -22.812 -16.128
H -8.644 -17.110 -16.344
H -9.657 -17.776 -15.257
C -1.137 -12.814 -15.315
C -1.281 -13.848 -16.430
C -1.925 -15.126 -15.929
O -3.202 -14.908 -15.371
C -3.957 -16.111 -15.403
N -2.075 -13.366 -17.604
H -2.121 -12.496 -14.975
H -0.535 -11.983 -15.697
H -0.559 -13.148 -14.449
H -0.293 -14.042 -16.855
H -1.219 -15.616 -15.242
H -2.050 -15.801 -16.785
H -3.261 -16.941 -15.548
H -4.689 -16.094 -16.211
H -4.426 -16.284 -14.435
H -1.709 -12.435 -17.807
H -2.974 -13.227 -17.129
*
```

## Properties
SMILES string: COC[C@H](C)N.COC[C@H](C)N.COC[C@H](C)N.COC[C@H](C)N.NC(N)=O.NC(N)=O.NC(N)=O.NC(N)=O.NC(N)=O
Kohn-Sham gap in eV: 8.90
Maximum force in eV/A: 3.08
Lowest unoccupied orbital energy in eV: -0.02